<one>
Computed, not measured: a structure of composition H10O5, with ωB97M-V/def2-TZVPD.

XYZ file:
```
15
Properties=species:S:1:pos:R:3
O 2.18 0.05 0.99
H 1.39 -0.34 0.60
H 2.47 0.69 0.34
O 0.43 1.02 -1.71
H 0.34 1.95 -1.93
H 0.41 0.57 -2.55
O -0.61 0.54 0.05
H -0.13 0.71 -0.76
H -0.53 -0.41 0.17
O -1.89 0.62 1.81
H -1.29 0.82 1.09
H -1.45 -0.08 2.29
O -0.61 -1.72 -0.26
H -0.41 -2.52 -0.75
H -0.30 -1.89 0.63
```

Properties
**HOMO-LUMO gap**: 8.82 eV
**LUMO energy**: -0.183 eV
**HOMO**: -0.3307 Ha

---

<two>
Computed, not measured: a cluster of 5 separate species, H10O5 in total, with ωB97M-V/def2-TZVPD.

XYZ file:
```
15
Properties=species:S:1:pos:R:3
O 2.08 1.21 0.65
H 2.79 0.81 1.16
H 1.34 0.58 0.69
O 2.26 -2.41 0.70
H 2.00 -3.18 1.21
H 2.18 -1.67 1.30
O -0.57 -0.01 1.04
H -1.16 -0.32 0.34
H -0.56 -0.71 1.70
O -0.41 2.30 -2.00
H -1.23 2.72 -2.28
H -0.64 1.81 -1.20
O -2.34 -0.56 -1.05
H -2.99 -0.29 -0.39
H -2.73 -0.29 -1.89
```

Properties
**HOMO-LUMO gap**: 11.00 eV
**SMILES string**: O.O.O.O.O
**LUMO energy**: 0.185 eV
**HOMO**: -0.3975 Ha

---

Result of the stability comparison: <one> is the least stable of them.

---

<one>
Computed, not measured: a cluster of 5 separate species, H10O5 in total, with ωB97M-V/def2-TZVPD.

XYZ file:
```
15
Properties=species:S:1:pos:R:3
O 1.31 1.03 1.88
H 0.74 0.36 1.50
H 0.80 1.40 2.60
O 1.32 -1.79 1.12
H 1.53 -2.08 0.23
H 0.60 -2.35 1.39
O -2.13 0.20 -0.64
H -1.60 -0.31 -1.25
H -2.95 0.35 -1.11
O -0.02 0.11 0.44
H -0.07 0.47 -0.45
H 0.68 -0.54 0.38
O 0.10 1.06 -1.68
H -0.17 0.29 -2.17
H -0.15 1.80 -2.23
```

Properties
**HOMO-LUMO gap**: 8.54 eV
**SMILES string**: O.O.O.O.O
**LUMO energy**: -0.029 eV
**HOMO**: -0.3150 Ha

---

<two>
Computed, not measured: a cluster of 5 separate species, H10O5 in total, with ωB97M-V/def2-TZVPD.

XYZ file:
```
15
Properties=species:S:1:pos:R:3
O -1.80 -1.09 0.55
H -0.99 -1.28 0.03
H -1.70 -0.21 0.63
O -0.59 0.15 -2.59
H -1.48 0.65 -2.21
H -1.02 -0.56 -3.15
O 0.67 1.53 3.36
H 1.25 2.05 3.77
H 1.15 0.70 3.09
O -0.07 1.42 0.38
H -0.02 2.06 1.16
H 0.77 1.28 0.08
O 1.62 -2.29 -1.52
H 1.19 -2.78 -2.30
H 1.01 -1.64 -1.27
```

Properties
**HOMO-LUMO gap**: 11.49 eV
**SMILES string**: O.O.O.O.O
**LUMO energy**: 0.338 eV
**HOMO**: -0.4097 Ha

---

<three>
Computed, not measured: a cluster of 5 separate species, H10O5 in total, with ωB97M-V/def2-TZVPD.

XYZ file:
```
15
Properties=species:S:1:pos:R:3
O 1.33 -0.30 -0.97
H 0.65 -0.42 -0.30
H 1.20 0.59 -1.29
O -0.40 0.26 3.82
H 0.45 0.70 3.92
H -1.05 0.92 4.11
O 3.19 -1.13 3.27
H 2.46 -0.55 3.51
H 3.94 -0.54 3.20
O -0.42 1.14 -4.54
H -0.92 1.94 -4.36
H -0.12 0.85 -3.67
O -3.53 -0.38 -1.83
H -4.17 -0.65 -1.16
H -3.76 0.53 -2.01
```

Properties
**HOMO-LUMO gap**: 11.76 eV
**SMILES string**: O.O.O.O.O
**LUMO energy**: 0.232 eV
**HOMO**: -0.4238 Ha

---

Result of the stability comparison: <one> is the least stable of them.

---

<one>
Computed, not measured: a cluster of 5 separate species, H10O5 in total, with ωB97M-V/def2-TZVPD.

XYZ file:
```
15
Properties=species:S:1:pos:R:3
O 1.89 0.34 -1.69
H 1.93 -0.45 -2.24
H 1.33 0.95 -2.17
O -0.33 -2.53 1.65
H -0.65 -3.18 1.01
H -0.42 -1.67 1.19
O -3.58 0.75 -0.24
H -3.76 1.63 0.12
H -3.71 0.15 0.50
O -0.78 0.00 0.37
H 0.09 0.38 0.25
H -1.24 0.13 -0.46
O 3.15 1.55 0.62
H 2.67 1.13 -0.11
H 3.42 0.82 1.19
```

Properties
**HOMO-LUMO gap**: 10.96 eV
**SMILES string**: O.O.O.O.O
**LUMO energy**: 0.143 eV
**HOMO**: -0.3976 Ha

---

<two>
Computed, not measured: a cluster of 5 separate species, H10O5 in total, with ωB97M-V/def2-TZVPD.

XYZ file:
```
15
Properties=species:S:1:pos:R:3
O 0.09 -0.19 -0.15
H 0.75 -0.69 0.34
H 0.57 0.58 -0.47
O 3.61 -0.85 0.86
H 3.10 -1.27 0.16
H 2.96 -0.66 1.55
O -3.97 -2.13 -0.26
H -4.09 -2.34 0.67
H -3.21 -2.66 -0.53
O 3.18 0.76 -0.90
H 3.33 -0.12 -1.26
H 2.66 0.60 -0.10
O -2.92 2.57 0.21
H -3.27 1.97 0.88
H -2.70 3.37 0.70
```

Properties
**HOMO-LUMO gap**: 11.20 eV
**SMILES string**: O.O.O.O.O
**LUMO energy**: 0.053 eV
**HOMO**: -0.4097 Ha

---

Result of the stability comparison: <two> is the least stable of them.

---

<one>
Computed, not measured: a cluster of 5 separate species, H10O5 in total, with ωB97M-V/def2-TZVPD.

XYZ file:
```
15
Properties=species:S:1:pos:R:3
O -0.31 0.03 0.97
H -0.52 -0.89 1.16
H 0.62 0.02 0.73
O 2.02 -1.88 -1.17
H 1.13 -1.61 -0.91
H 2.37 -2.34 -0.40
O -3.19 -2.31 0.00
H -2.93 -3.21 -0.25
H -3.28 -2.35 0.96
O 3.48 1.31 0.26
H 4.07 0.57 0.10
H 3.63 1.54 1.18
O -2.27 3.59 -0.51
H -1.68 3.91 -1.21
H -3.15 3.64 -0.90
```

Properties
**HOMO-LUMO gap**: 11.55 eV
**SMILES string**: O.O.O.O.O
**LUMO energy**: 0.354 eV
**HOMO**: -0.4116 Ha

---

<two>
Computed, not measured: a cluster of 5 separate species, H10O5 in total, with ωB97M-V/def2-TZVPD.

XYZ file:
```
15
Properties=species:S:1:pos:R:3
O -0.14 0.17 -2.46
H 0.28 0.06 -3.33
H -1.01 -0.03 -2.59
O 2.33 1.81 1.77
H 2.89 0.96 1.95
H 1.97 2.03 2.64
O -1.12 -2.75 1.20
H -0.65 -2.12 0.66
H -2.07 -3.07 1.01
O -1.26 1.51 0.04
H -2.29 1.96 -0.06
H -1.37 1.06 -0.92
O 0.76 -0.89 0.09
H 0.79 -0.50 -0.75
H 0.88 -0.20 0.74
```

Properties
**HOMO-LUMO gap**: 10.61 eV
**SMILES string**: O.O.O.O.O
**LUMO energy**: 0.181 eV
**HOMO**: -0.3834 Ha

---

Result of the stability comparison: <two> is the least stable of them.